Molecular formula: C32H64NO24P3
Method: DFT, the ωB97M-V functional and the def2-TZVPD basis

Calculated values
- Expectation value of S²: 0.750
- Charge: -1
- HOMO energy (spin up / spin down): 0.18 / -8.35 eV
- Gap between HOMO and LUMO (spin up / spin down): 0.04699 / 0.35922 hartree
- LUMO level (spin up / spin down): 1.5 / 1.4 eV
- Spin multiplicity: 2

Each line ends with the Löwdin spin population.
Positions of all 124 atoms, in Å:
C -3.854 1.236 3.117  0.003
C -4.157 -0.110 3.621  0.001
N -4.409 -1.204 4.008  0.000
H -4.324 1.538 2.181  0.000
H -2.783 1.151 2.934  0.001
H -4.200 1.936 3.877  0.001
C -0.916 2.287 -0.868  0.003
C -1.604 1.054 -0.213  0.001
O -0.697 0.430 0.632  0.002
P -0.500 -1.159 0.535  0.001
O -1.729 -1.959 0.398  0.001
O 0.732 -1.488 -0.521  0.001
C 1.915 -0.595 -0.477  0.003
C 3.208 -1.558 -0.164  0.008
O 0.200 -1.439 2.013  0.011
C 0.069 -2.712 2.632  0.003
C -1.219 -2.837 3.581  0.002
H -0.563 3.073 -0.200  0.001
H -0.123 1.848 -1.472  0.000
H -1.616 2.684 -1.604  0.000
H -2.450 1.207 0.457  0.000
H -2.107 0.411 -0.935  0.000
H 1.814 -0.043 -1.412  0.000
H 1.863 0.065 0.389  0.002
H 3.382 -2.166 -1.052  0.003
H 4.117 -0.957 -0.129  0.004
H 3.079 -2.248 0.670  0.001
H 0.018 -3.388 1.778  0.000
H 0.994 -2.856 3.191  0.002
H -1.231 -2.076 4.361  0.001
H -2.105 -2.786 2.949  0.000
H -1.223 -3.829 4.033  0.000
C 6.962 -0.707 -3.944  0.016
C 5.902 -1.704 -3.593  0.016
O 4.930 -1.842 -4.627  0.005
P 3.816 -0.693 -4.943  0.001
O 3.852 0.545 -4.152  0.002
O 2.405 -1.491 -5.011  0.000
C 1.731 -1.747 -3.768  0.001
C 0.703 -2.812 -4.209  0.001
O 4.121 -0.369 -6.492  0.000
C 3.457 0.622 -7.298  0.000
C 3.973 2.003 -6.933  0.000
H 7.719 -1.074 -4.637  0.003
H 6.543 0.144 -4.481  0.000
H 7.528 -0.360 -3.079  0.008
H 6.452 -2.606 -3.325  0.017
H 5.375 -1.458 -2.671  0.004
H 2.369 -2.264 -3.052  0.001
H 1.232 -0.784 -3.664  0.000
H 1.192 -3.762 -4.424  0.000
H 0.029 -2.898 -3.357  0.000
H 0.117 -2.565 -5.094  0.000
H 3.559 0.381 -8.356  0.000
H 2.395 0.502 -7.087  0.000
H 3.272 2.449 -6.227  0.000
H 5.041 1.823 -6.807  0.000
H 3.829 2.677 -7.777  0.000
C -8.622 6.467 3.072  0.000
C -7.623 7.470 3.312  0.000
O -6.365 6.785 3.189  0.000
P -5.414 7.393 2.006  0.000
O -6.129 7.771 0.777  0.000
O -4.727 8.733 2.579  0.000
C -4.271 8.837 3.914  0.000
C -4.593 10.155 4.494  0.000
O -4.227 6.347 1.888  0.001
C -3.739 5.845 0.652  0.001
C -4.513 4.548 0.441  0.001
H -8.452 5.666 2.352  0.000
H -8.582 5.903 4.004  0.000
H -9.586 6.896 2.800  0.000
H -7.663 8.426 2.789  0.000
H -7.672 7.863 4.328  0.000
H -4.837 8.065 4.436  0.000
H -3.186 8.745 3.950  0.000
H -4.440 10.204 5.572  0.000
H -3.928 10.876 4.018  0.000
H -5.603 10.524 4.314  0.000
H -3.939 6.471 -0.218  0.000
H -2.652 5.767 0.613  0.000
H -5.441 4.657 -0.119  0.000
H -3.933 3.676 0.138  0.000
H -4.854 4.146 1.395  0.000
C 8.570 -1.615 0.949  0.191
C 9.339 -0.451 0.595  0.082
O 8.405 0.478 -0.017  0.014
C 7.173 0.011 0.328  0.062
O 6.182 0.669 0.056  0.025
O 7.258 -1.271 0.659  0.067
H 8.719 -1.980 1.966  0.080
H 8.969 -2.401 0.307  0.042
H 10.173 -0.725 -0.052  0.015
H 9.683 0.181 1.415  0.019
C -4.108 -5.031 0.665  0.000
C -4.820 -3.645 0.342  0.000
O -5.385 -3.922 -0.848  0.000
C -5.657 -5.120 -1.054  0.000
O -6.504 -5.489 -1.785  0.000
O -5.009 -5.895 -0.004  0.000
H -3.898 -5.111 1.732  0.000
H -3.234 -5.410 0.135  0.000
H -4.157 -2.783 0.271  0.000
H -5.510 -3.340 1.129  0.000
C 4.229 -3.844 2.622  0.045
C 4.014 -4.168 4.064  0.083
O 2.802 -4.917 3.842  0.008
C 2.579 -5.224 2.444  0.004
O 1.629 -5.817 1.965  0.002
O 3.374 -4.465 1.719  0.024
H 5.242 -4.159 2.371  0.036
H 4.137 -2.764 2.510  0.018
H 3.830 -3.339 4.748  0.023
H 4.565 -4.996 4.509  0.016
C -0.216 -4.948 -0.864  0.001
C -1.230 -5.231 -1.924  0.000
O -1.406 -6.681 -1.770  0.000
C -0.250 -7.178 -1.229  0.000
O -0.030 -8.386 -1.186  0.000
O 0.532 -6.133 -0.928  0.002
H -0.558 -4.807 0.162  0.000
H 0.434 -4.142 -1.205  0.000
H -0.801 -5.021 -2.904  0.000
H -2.157 -4.689 -1.735  0.000

Atoms 1-6, force components in eV/Å:
0.100 -0.668 0.277
-1.697 -3.967 0.783
1.003 4.070 -1.360
-0.246 -0.594 0.007
0.195 0.902 0.255
0.664 0.216 0.011

---

Molecular formula: C4H8N3S
Method: DFT, the ωB97M-V functional and the def2-TZVPD basis

Calculated values
- Charge: +1
- HOMO energy: -13.48 eV
- Gap between HOMO and LUMO: 0.37020 hartree
- LUMO level: -3.4 eV
- Spin multiplicity: 1
- Energy above the lowest of the compared OMol25 structures with the same formula, charge and spin: 48.6 kcal per mole
- SMILES: CSn1nc[nH+]c1C

Each line ends with the Löwdin charge.
Positions of all 16 atoms, in Å:
C 1.703 0.639 -1.347  -0.098
C -0.374 -0.063 -1.050  -0.295
C -1.661 -0.668 -1.236  -0.014
C 0.503 -0.051 3.069  -0.370
N 1.482 0.548 -0.096  0.085
N 0.282 0.098 0.080  -0.308
N 0.606 0.209 -2.039  0.204
S -0.585 -0.251 1.650  1.004
H 2.605 1.093 -1.786  0.161
H -2.055 -1.095 -2.198  0.128
H -2.367 0.176 -1.171  0.119
H -1.766 -1.446 -0.481  0.079
H 0.385 -0.914 3.848  0.103
H 0.361 0.867 3.638  0.045
H 1.490 -0.079 2.732  0.009
H 0.461 0.220 -2.998  0.148

Atoms 1-6, force components in eV/Å:
0.417 0.408 -1.730
3.308 -0.788 -3.043
-2.430 0.050 -0.773
-0.678 -0.964 1.758
2.572 0.939 2.055
-2.485 -0.538 1.300

---

Molecular formula: C5H7N2
Method: DFT, the ωB97M-V functional and the def2-TZVPD basis

Calculated values
- Charge: +1
- HOMO energy: -14.93 eV
- Gap between HOMO and LUMO: 0.32286 hartree
- LUMO level: -6.1 eV
- Spin multiplicity: 1
- Energy above the lowest of the compared OMol25 structures with the same formula, charge and spin: 171.4 kcal per mole
- SMILES: CCN=[N+]=c1cc1

Each line ends with the Löwdin charge.
Positions of all 14 atoms, in Å:
C 2.297 -0.488 0.152  -0.150
C 3.669 -0.290 0.438  0.249
C 2.891 0.706 -0.147  0.158
C -1.816 -0.777 0.117  -0.035
C -0.883 0.420 -0.348  -0.188
N 1.022 -0.729 -0.032  0.092
N 0.516 0.293 -0.609  0.078
H 4.667 -0.630 0.837  0.161
H 2.772 1.643 -0.628  0.135
H -1.329 -1.534 0.738  0.076
H -2.581 -0.377 0.669  0.045
H -2.287 -1.155 -0.739  0.061
H -1.441 0.805 -1.267  0.151
H -0.696 1.362 0.260  0.165

Atoms 1-6, force components in eV/Å:
3.698 2.693 -0.742
-1.307 0.601 -0.448
3.220 -1.838 1.088
3.322 0.904 0.326
-1.774 -0.136 -1.509
-3.611 -1.274 0.170

---

Molecular formula: C27H27Br2F5N2O16S
Method: DFT, the ωB97M-V functional and the def2-TZVPD basis

Calculated values
- HOMO energy: -8.54 eV
- Gap between HOMO and LUMO: 0.29266 hartree
- LUMO level: -0.6 eV
- Spin multiplicity: 1
- Energy above the lowest of the compared OMol25 structures with the same formula, charge and spin: 0.0 kcal per mole

Each line ends with the Löwdin charge.
Positions of all 80 atoms, in Å:
C -1.589 -0.161 0.933  -0.044
C -1.765 -1.676 0.876  -0.160
C -3.035 -2.374 0.605  -0.140
C -4.295 -1.526 0.327  -0.119
C -5.506 -2.015 1.160  -0.768
O -5.443 -2.688 2.134  0.057
Br -7.266 -1.399 0.482  0.643
C -3.102 -3.744 0.569  0.028
C -1.951 -4.573 0.799  -0.326
N -1.822 -5.897 0.807  -0.228
S -0.258 -6.228 1.160  0.988
N 0.345 -4.703 1.274  -0.213
C -0.685 -3.883 1.073  -0.324
C -0.633 -2.439 1.101  -0.206
C 0.769 -1.831 1.358  -0.146
C 1.645 -2.091 0.075  -0.659
C 2.841 -1.117 -0.062  -0.140
Br 0.560 -2.000 -1.590  0.768
H -0.666 0.130 0.403  0.043
H -1.468 0.211 1.973  0.106
H -2.413 0.420 0.490  0.074
H -4.109 -0.456 0.491  0.105
H -4.548 -1.674 -0.744  0.126
H -4.071 -4.218 0.351  0.132
H 1.238 -2.433 2.159  0.121
H 0.695 -0.765 1.614  0.099
H 2.009 -3.131 0.118  0.074
H 3.582 -1.240 0.747  0.085
H 3.322 -1.339 -1.035  0.068
H 2.428 -0.094 -0.136  0.057
C 3.480 3.557 -0.346  -0.045
C 3.374 3.696 1.145  -0.308
O 1.980 3.548 1.378  0.121
C 1.520 2.744 0.371  -0.542
O 0.467 2.190 0.382  0.157
O 2.414 2.651 -0.637  0.078
F 3.755 4.929 1.554  0.082
H 3.307 4.501 -0.868  0.136
H 4.438 3.152 -0.662  0.148
H 3.921 2.938 1.709  0.177
C -1.235 5.069 1.876  -0.059
C -0.484 6.017 2.767  -0.314
O -1.514 6.608 3.535  0.136
C -2.508 5.671 3.621  -0.539
O -3.400 5.712 4.397  0.190
O -2.334 4.683 2.700  0.080
F 0.134 6.987 2.044  0.070
H -1.614 5.553 0.973  0.136
H -0.640 4.205 1.588  0.117
H 0.240 5.537 3.429  0.177
C -0.289 6.757 -2.017  -0.054
C -1.088 5.715 -2.755  -0.316
O -0.135 5.161 -3.644  0.144
C 1.077 5.293 -3.034  -0.542
O 2.058 4.713 -3.355  0.182
O 1.015 6.174 -1.997  0.065
F -2.085 6.279 -3.477  0.082
H -0.254 7.709 -2.550  0.149
H -0.657 6.932 -1.008  0.128
H -1.497 4.926 -2.120  0.174
C 2.994 -6.966 3.795  -0.059
C 3.650 -6.990 2.441  -0.320
O 3.862 -5.618 2.171  0.126
C 4.014 -5.010 3.384  -0.545
O 4.464 -3.926 3.537  0.178
O 3.588 -5.815 4.395  0.075
F 2.817 -7.496 1.498  0.050
H 1.913 -6.826 3.732  0.135
H 3.199 -7.863 4.377  0.141
H 4.604 -7.521 2.411  0.175
C -1.270 -2.197 -6.598  -0.059
C -0.485 -2.361 -5.325  -0.333
O -1.215 -1.573 -4.403  0.084
C -2.512 -1.595 -4.830  -0.544
O -3.440 -1.271 -4.168  0.180
O -2.603 -2.044 -6.110  0.075
F 0.763 -1.848 -5.447  0.069
H -0.980 -1.303 -7.154  0.146
H -1.190 -3.061 -7.254  0.141
H -0.425 -3.389 -4.960  0.174

Atoms 1-6, force components in eV/Å:
-0.088 0.188 -0.025
0.452 -0.861 0.351
0.566 0.461 0.280
-0.016 -1.174 -0.428
0.794 0.067 0.422
-0.358 0.482 -0.691

---

Molecular formula: C5H8N2
Method: DFT, the ωB97M-V functional and the def2-TZVPD basis

Calculated values
- HOMO energy: -8.48 eV
- Gap between HOMO and LUMO: 0.34402 hartree
- LUMO level: 0.9 eV
- Spin multiplicity: 1
- Energy above the lowest of the compared OMol25 structures with the same formula, charge and spin: 0.9 kcal per mole
- SMILES: Cc1cn(C)cn1

Each line ends with the Löwdin charge.
Positions of all 15 atoms, in Å:
C 1.532 -1.701 -0.826  -0.032
N 0.616 -0.826 -0.128  -0.151
C 0.086 -1.001 1.110  -0.182
N -0.729 -0.032 1.449  0.093
C -0.739 0.827 0.373  -0.361
C -1.556 2.080 0.372  -0.054
C 0.086 0.350 -0.610  -0.046
H 2.389 -1.132 -1.199  0.090
H 1.897 -2.465 -0.135  0.088
H 1.037 -2.195 -1.669  0.090
H 0.341 -1.859 1.723  0.123
H -2.628 1.857 0.339  0.074
H -1.370 2.660 1.282  0.075
H -1.311 2.706 -0.492  0.071
H 0.346 0.730 -1.588  0.120

Atoms 1-6, force components in eV/Å:
0.075 -0.091 -0.041
-0.113 0.049 0.146
0.082 -0.110 -0.010
0.103 -0.032 -0.168
-0.017 0.093 -0.068
-0.013 0.058 0.028

---

Molecular formula: C4H7NO2
Method: DFT, the ωB97M-V functional and the def2-TZVPD basis

Calculated values
- HOMO energy: -10.06 eV
- Gap between HOMO and LUMO: 0.39579 hartree
- LUMO level: 0.7 eV
- Spin multiplicity: 1
- Energy above the lowest of the compared OMol25 structures with the same formula, charge and spin: 51.0 kcal per mole
- SMILES: O=C[C@]1(CO)CN1

Each line ends with the Löwdin charge.
Positions of all 14 atoms, in Å:
O 2.167 -0.488 0.052  -0.056
C 1.224 0.265 -0.666  -0.212
C -0.175 0.108 -0.098  -0.415
C -0.532 -1.074 0.743  -0.078
N -0.260 0.214 1.353  0.073
C -1.311 0.684 -0.874  -0.184
O -2.395 0.908 -0.382  0.057
H 2.090 -0.206 0.976  0.091
H 1.485 1.335 -0.663  0.129
H 1.258 -0.087 -1.703  0.128
H 0.230 -1.833 0.902  0.110
H -1.565 -1.415 0.707  0.118
H -1.135 0.680 1.593  0.103
H -1.117 0.894 -1.945  0.135

Atoms 1-6, force components in eV/Å:
0.086 0.099 0.261
-0.197 0.105 -0.218
0.038 -0.010 -0.121
-0.070 -0.305 -0.016
-0.072 0.175 0.148
-0.258 0.043 0.151

---

no.,F_max (eV/Å),E_tot (eV)
1,5.44,-112720.246
2,4.56,-19575.148
3,4.63,-8265.345
4,1.71,-228685.408
5,0.20,-8294.957
6,0.44,-9845.070